C20H16I2N2O3Rh | ωB97M-V with the def2-TZVPD basis set

Properties
max |F|	0.0210	hartree/bohr
energy above the lowest of the compared OMol25 structures with the same formula, charge and spin	0.0	kJ/mol
total charge	+1
energy	-49326.1765	eV
frontier orbital gap	0.26335	Eh
LUMO energy	-4.221	eV

Last column: Löwdin charge in e.
Cartesian coordinates (Å):
Rh1 -0.608 -0.035 -0.997  1.238
I1 -4.104 -4.579 1.721  0.961
C1 -3.297 -3.232 0.363  -0.717
C2 -2.253 -3.617 -0.451  -0.214
C3 -1.718 -2.729 -1.390  -0.634
I2 -0.096 -3.380 -2.517  1.034
C4 -2.278 -1.442 -1.537  -0.524
O1 -1.917 -0.573 -2.478  -0.196
C5 -3.280 -1.047 -0.591  -0.162
C6 -3.532 0.418 -0.612  -0.097
N1 -2.205 1.008 -0.271  -0.121
C7 -2.071 2.442 -0.613  -0.080
C8 -0.646 2.797 -0.921  -0.222
C9 -0.166 4.089 -0.858  0.010
C10 1.110 4.355 -1.333  -0.016
C11 1.866 3.324 -1.863  -0.012
C12 1.344 2.043 -1.863  -0.056
N2 0.118 1.796 -1.394  -0.003
C13 -3.795 -1.920 0.327  -0.088
H1 -1.842 -4.613 -0.373  0.084
H2 -4.286 0.752 0.101  0.144
H3 -3.797 0.743 -1.616  0.137
H4 -2.050 0.869 0.728  0.149
H5 -2.504 3.081 0.157  0.145
H6 -2.637 2.596 -1.535  0.148
H7 -0.791 4.876 -0.458  0.129
H8 1.504 5.361 -1.294  0.125
H9 2.857 3.493 -2.257  0.123
H10 1.899 1.186 -2.215  0.125
H11 -4.552 -1.605 1.033  0.109
O2 1.483 -0.700 -0.907  -0.116
C14 1.391 -0.597 0.356  -0.525
O3 0.265 -0.151 0.826  -0.102
C15 2.490 -0.961 1.264  -0.149
C16 2.351 -0.770 2.635  -0.012
C17 3.389 -1.117 3.483  -0.060
C18 4.560 -1.653 2.960  -0.058
C19 4.696 -1.844 1.590  -0.058
C20 3.661 -1.499 0.739  -0.008
H12 1.433 -0.353 3.026  0.117
H13 3.288 -0.973 4.550  0.110
H14 5.369 -1.924 3.624  0.112
H15 5.609 -2.265 1.190  0.111
H16 3.744 -1.648 -0.329  0.121

Cartesian forces (eV/Å) of the 6 atoms listed first:
-0.83 -0.04 0.55
0.02 0.00 -0.01
-0.08 0.02 0.06
0.07 0.03 -0.04
0.19 -0.18 0.17
-0.21 0.10 -0.20